{"formula": "C25H31As2CrN6O6S2", "method": "ωB97M-V with the def2-TZVPD basis set", "orbital_gap_ev": [7.6, 8.0], "energy_ev": -219422.690, "lumo_ha": [-0.026, -0.011], "s_squared": 0.758, "homo_energy_ev": [-8.31, -8.30], "spin_multiplicity": 2, "symbols": ["Cr", "O", "S", "O", "O", "O", "N", "C", "C", "C", "C", "C", "C", "S", "O", "O", "N", "C", "N", "C", "C", "C", "N", "H", "H", "H", "H", "H", "H", "H", "H", "H", "C", "As", "C", "C", "C", "C", "C", "C", "C", "As", "C", "C", "H", "H", "H", "H", "H", "H", "H", "H", "H", "H", "H", "H", "H", "H", "H", "H", "N", "C", "C", "C", "C", "C", "N", "H", "H", "H", "H", "H", "H"], "positions_angstrom": [[-1.205, -0.285, 0.984], [-3.569, -1.800, 3.213], [-2.869, -0.614, 2.788], [-3.189, 0.611, 3.463], [-1.385, -0.871, 2.829], [-3.118, -0.413, 1.294], [5.089, 2.138, -2.863], [4.351, 1.378, -1.997], [3.181, 0.740, -2.430], [2.476, -0.077, -1.570], [2.924, -0.260, -0.272], [4.072, 0.366, 0.177], [4.786, 1.178, -0.680], [1.830, -1.086, 0.858], [2.501, -1.520, 2.044], [1.118, -2.094, 0.099], [0.709, 0.058, 1.102], [0.964, 0.990, 2.021], [2.224, 1.320, 2.316], [2.388, 2.184, 3.299], [1.325, 2.727, 4.006], [0.054, 2.396, 3.548], [-0.131, 1.569, 2.543], [4.666, 2.428, -3.728], [5.805, 2.730, -2.477], [2.841, 0.906, -3.443], [1.578, -0.599, -1.884], [4.375, 0.219, 1.200], [5.680, 1.677, -0.334], [3.418, 2.453, 3.509], [1.471, 3.407, 4.829], [-0.848, 2.809, 3.985], [-0.575, -3.875, 1.909], [-1.509, -2.618, 0.747], [-3.262, -3.518, 0.745], [-0.974, -3.153, -1.094], [-0.648, -4.458, -1.433], [-0.124, -4.754, -2.683], [0.077, -3.744, -3.607], [-0.262, -2.438, -3.287], [-0.792, -2.135, -2.037], [-1.274, -0.339, -1.405], [-0.901, 0.791, -3.054], [-3.189, -0.493, -1.831], [-0.893, -4.909, 1.720], [-0.850, -3.587, 2.927], [0.502, -3.769, 1.773], [-3.110, -4.603, 0.669], [-3.884, -3.177, -0.085], [-3.751, -3.267, 1.688], [-0.778, -5.241, -0.692], [0.155, -5.770, -2.923], [0.507, -3.970, -4.573], [-0.095, -1.643, -4.007], [-1.456, 0.375, -3.902], [0.165, 0.855, -3.280], [-1.282, 1.790, -2.817], [-3.365, -1.025, -2.774], [-3.614, 0.511, -1.889], [-3.663, -1.013, -0.998], [0.579, 2.548, -0.698], [-0.467, 3.003, 0.069], [-0.472, 4.302, 0.589], [-1.574, 4.736, 1.293], [-2.645, 3.867, 1.465], [-2.569, 2.607, 0.907], [-1.514, 2.183, 0.214], [1.459, 3.011, -0.531], [0.648, 1.536, -0.728], [0.389, 4.933, 0.431], [-1.604, 5.733, 1.706], [-3.516, 4.158, 2.026], [-3.378, 1.896, 1.021]]}